DFT (ωB97M-V/def2-TZVPD) results for a 3-piece molecular cluster, C21H47O14P3 overall in a non-equilibrium geometry.

Values from the calculation:
Orbital gap: 10.530 eV
Energy relative to the best compared isomer or geometry (same formula, charge and spin): 119.7 kJ/mol
Strongest force on any atom: 6.44 eV/Å
HOMO energy: -10.26 eV

Last column: Mulliken charge in e.
Geometry (Å):
P -4.0842 -2.1790 -4.4342  1.083
P 1.7640 1.9599 -1.8726  0.903
P 0.9360 0.9874 5.8529  1.075
O 4.0241 -1.7394 -0.2435  -0.470
O -3.4622 -2.8167 -5.7920  -0.391
O 0.7252 1.3507 -0.8458  -0.153
O 1.1958 2.9145 -2.8381  -0.902
O -2.9843 -1.4416 -3.7730  -0.671
O 5.3248 -2.4225 1.4552  -0.532
O -5.4007 -3.1446 -4.3594  -0.346
O 5.5750 -0.3671 0.5722  -0.402
O 0.8007 2.1950 4.7752  -0.375
O 0.2901 -0.1776 4.9021  -0.262
O -0.4809 1.1480 6.6334  -0.343
O 1.9246 1.4307 6.8592  -0.765
O -4.9706 -0.9926 -5.1020  -0.374
O 2.7740 2.7954 -0.9358  -0.166
C -1.5680 1.0860 -0.2444  -1.242
C 2.2439 1.4469 2.9540  -0.374
C -2.4499 -3.8158 -5.6896  -0.266
C 1.1039 -2.0734 6.2454  -1.191
C -0.5674 1.0345 -1.4038  -0.362
C 4.6591 0.4211 -0.1994  0.622
C 0.9163 -1.4764 4.8648  -0.146
C 3.9146 3.3275 -1.6331  -0.208
C 4.8499 3.9152 -0.5792  -1.270
C 2.6336 0.6902 -2.8325  -0.726
C -3.7193 0.9809 -5.7910  -1.054
C 3.4582 -0.4129 -0.5975  0.934
C -0.5300 1.4488 8.0275  -0.309
C -4.7118 0.3818 -4.8140  -0.167
C -0.5651 2.9439 8.2759  -1.038
C 3.1212 -0.5842 -2.0679  -1.086
C -2.9849 -5.1279 -5.1425  -0.933
C 4.9989 -1.5973 0.6752  0.491
C 1.9291 2.5288 3.9710  -0.784
C -5.9631 -2.6229 -2.0209  -1.088
C -5.7993 -3.6896 -3.0854  -0.184
H 2.3835 -1.3758 -2.1927  0.392
H -1.6247 -3.4471 -5.0733  0.220
H 5.2550 0.8896 -0.9818  0.084
H 2.5764 -0.3788 0.0402  0.135
H -3.3726 1.9547 -5.4420  0.348
H -2.2471 -5.9221 -5.2597  0.420
H -4.1798 1.1104 -6.7715  0.304
H 0.1839 3.4671 7.6825  0.284
H -0.3919 3.1645 9.3302  0.344
H 2.6680 0.5711 3.4570  0.241
H 5.3632 3.1467 -0.0061  0.261
H 0.3020 0.9798 8.5518  0.317
H 1.7942 -1.4725 6.8469  0.363
H -6.6618 -1.8534 -2.3494  0.279
H 4.3612 1.1985 0.5047  -0.508
H 4.0211 -0.9537 -2.5634  0.297
H -0.9137 1.7504 -2.1450  0.374
H -2.0654 -3.9682 -6.6975  0.331
H 1.9070 0.3568 -3.5744  0.416
H -5.0714 -4.4405 -2.7653  0.242
H -2.4934 0.6133 -0.5722  0.316
H 5.5257 4.6521 -1.0084  0.419
H 1.8768 -1.4050 4.3465  0.255
H 1.6800 3.4562 3.4561  0.370
H 0.1549 -2.1157 6.7801  0.280
H -1.4433 0.9919 8.4127  0.356
H 1.3470 1.1213 2.4264  0.253
H 2.9740 1.7905 2.2197  0.129
H 0.2710 -2.1167 4.2652  0.317
H -6.3287 -3.0631 -1.0934  0.403
H 3.6110 4.1150 -2.3206  0.490
H -5.0095 -2.1299 -1.8030  0.295
H 2.7961 2.7274 4.6072  0.296
H -3.2058 -5.0406 -4.0740  0.163
H -3.9045 -5.4151 -5.6511  0.264
H 3.4673 1.1020 -3.3940  0.516
H -4.3759 0.5020 -3.7842  0.181
H 1.5168 -3.0793 6.1722  0.407
H 4.2227 4.4534 0.1367  0.284
H 4.4706 2.5481 -2.1553  0.154
H -6.7450 -4.2037 -3.2483  0.325
H -1.7897 2.1403 -0.0704  0.324
H -1.1581 0.6508 0.6635  0.288
H -5.6672 0.9024 -4.8966  0.349
H -1.5352 3.3554 7.9923  0.283
H -0.6110 0.0305 -1.8320  0.339
H -2.8545 0.3334 -5.9331  0.272

Forces on the atoms, in the same order (eV/Å):
-1.019 2.929 -5.646
0.005 2.369 -1.440
-4.824 3.864 0.470
-0.509 -0.014 0.270
-0.146 -0.244 0.741
0.697 -0.254 -0.382
-0.441 -0.327 -0.292
-0.323 -1.926 2.350
0.311 -0.533 0.249
1.583 -0.382 2.292
-1.101 -0.894 -0.294
0.283 -0.648 0.100
2.631 -0.665 0.615
0.183 -0.434 -0.125
1.650 -2.330 -0.925
-0.194 -0.241 0.474
0.139 -1.560 0.134
0.254 0.671 -0.646
0.088 -0.324 0.121
0.197 -0.275 -0.059
-0.013 0.179 0.170
-1.584 -0.529 0.974
0.453 2.122 1.001
0.107 -0.376 -0.018
0.934 0.616 0.759
-0.887 0.284 0.305
0.064 -1.330 1.078
0.012 -0.021 -0.218
1.145 -2.717 -0.218
-0.003 0.252 0.220
0.168 0.258 -0.109
-0.130 0.162 -0.105
0.001 0.823 -0.546
-0.043 0.092 0.195
0.225 0.285 -0.192
0.186 0.178 -0.314
0.124 0.200 -0.069
-0.183 -0.140 0.328
-0.077 0.020 0.350
-0.033 0.041 -0.005
-0.366 -0.196 -0.388
0.026 0.872 -0.020
-0.023 0.003 0.000
0.016 0.021 -0.010
-0.024 0.019 0.016
0.155 -0.130 0.068
-0.018 -0.015 0.003
0.036 -0.001 -0.084
0.267 0.047 -0.175
0.116 0.071 -0.106
0.006 -0.045 -0.061
-0.067 -0.051 0.004
-0.172 0.254 -0.387
0.048 0.020 0.084
0.597 0.107 -0.192
-0.087 0.124 -0.040
-0.082 0.247 -0.026
-0.014 -0.010 -0.044
0.010 -0.181 0.225
0.232 -0.251 -0.067
-0.032 0.009 -0.025
-0.141 0.002 0.091
-0.033 -0.058 -0.050
-0.032 -0.050 -0.154
-0.041 0.122 -0.009
0.000 0.106 0.054
-0.108 0.175 -0.043
-0.015 -0.023 -0.014
-0.251 -0.215 -0.135
-0.032 -0.069 0.010
-0.039 -0.025 0.038
0.004 -0.044 -0.020
0.034 -0.003 -0.067
-0.143 0.452 0.092
0.119 -0.111 -0.018
-0.008 -0.003 -0.032
0.065 0.080 -0.021
-0.318 -0.043 -0.279
0.032 0.038 -0.207
-0.037 -0.069 0.326
-0.149 -0.209 -0.023
-0.067 -0.141 -0.039
-0.013 -0.022 0.024
0.587 0.028 -0.101
0.031 -0.014 0.206